{
  "formula": "C23H26IrN6O4PS",
  "method": "ωB97M-V with the def2-TZVPD basis set",
  "species": ["Ir", "O", "S", "O", "O", "O", "N", "C", "C", "C", "C", "C", "C", "C", "C", "N", "C", "H", "H", "H", "H", "H", "H", "H", "H", "C", "C", "C", "C", "C", "C", "C", "C", "N", "H", "H", "H", "H", "H", "H", "C", "N", "C", "N", "C", "N", "C", "P", "C", "C", "H", "H", "H", "H", "H", "H", "H", "H", "H", "H", "H", "H"],
  "positions_angstrom": [[-1.130, -1.598, -0.169], [-2.004, -3.269, -4.035], [-1.568, -2.568, -2.874], [-0.141, -2.646, -2.520], [-2.359, -2.874, -1.631], [-1.816, -1.029, -3.140], [-1.267, -3.663, 1.544], [-0.215, -3.389, 2.430], [-0.237, -3.692, 3.763], [0.865, -3.392, 4.600], [2.001, -2.842, 4.088], [2.052, -2.499, 2.712], [3.194, -1.929, 2.097], [3.166, -1.599, 0.776], [1.952, -1.755, 0.069], [0.873, -2.252, 0.622], [0.923, -2.708, 1.908], [-2.113, -3.991, 1.986], [-1.018, -4.270, 0.773], [-1.097, -4.201, 4.181], [0.808, -3.644, 5.650], [2.866, -2.659, 4.713], [4.088, -1.774, 2.689], [4.029, -1.188, 0.272], [1.852, -1.443, -0.963], [-2.344, -0.523, 1.245], [-1.639, 0.704, 1.676], [-0.471, 0.644, 2.450], [0.224, 1.784, 2.806], [-0.244, 3.037, 2.409], [-1.419, 3.127, 1.668], [-2.097, 1.976, 1.307], [0.489, 4.229, 2.758], [1.073, 5.182, 3.029], [-3.291, -0.272, 0.762], [-2.558, -1.190, 2.084], [-0.103, -0.320, 2.782], [1.128, 1.709, 3.396], [-1.798, 4.100, 1.383], [-3.021, 2.058, 0.745], [-0.232, 3.383, -2.170], [0.969, 2.622, -1.805], [1.715, 2.246, -3.009], [0.898, 1.486, -3.929], [-0.292, 2.265, -4.263], [-1.078, 2.659, -3.095], [-1.775, 1.526, -2.500], [-0.765, 0.011, -2.125], [0.776, 1.617, -0.893], [0.558, 0.152, -3.448], [0.093, 4.307, -2.651], [-0.781, 3.622, -1.259], [2.590, 1.669, -2.710], [2.039, 3.164, -3.503], [-0.921, 1.684, -4.938], [0.029, 3.173, -4.778], [-2.529, 1.178, -3.210], [-2.299, 1.849, -1.598], [1.623, 0.966, -0.718], [0.141, 1.837, -0.044], [0.148, -0.421, -4.281], [1.459, -0.364, -3.116]],
  "nbo_charge": [1.01, -0.93, 2.57, -1.02, -1.01, -1.01, -0.81, 0.17, -0.24, -0.18, -0.22, -0.01, -0.14, -0.25, 0.09, -0.48, 0.10, 0.40, 0.41, 0.22, 0.22, 0.22, 0.22, 0.23, 0.22, -0.80, 0.01, -0.25, -0.14, -0.22, -0.18, -0.20, 0.28, -0.32, 0.21, 0.21, 0.21, 0.22, 0.23, 0.21, -0.07, -0.39, -0.06, -0.45, -0.07, -0.45, -0.57, 1.05, -0.30, -0.54, 0.20, 0.21, 0.20, 0.20, 0.21, 0.20, 0.25, 0.23, 0.19, 0.23, 0.25, 0.22],
  "s_squared": 6.02,
  "e_tot_ev": -64363.5785,
  "total_charge": 0,
  "spin_multiplicity": 5
}

{
  "formula": "C36H30BrINP2Ru",
  "method": "ωB97M-V with the def2-TZVPD basis set",
  "species": ["Ru", "C", "P", "C", "C", "C", "C", "C", "C", "C", "C", "C", "C", "C", "C", "C", "C", "C", "C", "C", "P", "C", "C", "C", "C", "C", "C", "C", "C", "C", "C", "C", "C", "N", "H", "H", "H", "H", "H", "H", "H", "H", "H", "H", "H", "H", "H", "H", "H", "H", "H", "H", "H", "H", "H", "H", "H", "H", "H", "H", "Br", "C", "C", "C", "C", "C", "C", "I", "H", "H", "H", "H"],
  "positions_angstrom": [[-0.184, -0.063, 0.594], [1.081, 2.560, -0.728], [-0.842, 1.830, -0.356], [-1.610, 2.020, -1.953], [-2.194, 3.247, -2.303], [-2.724, 3.423, -3.569], [-2.666, 2.392, -4.499], [-2.078, 1.176, -4.166], [-1.553, 0.991, -2.902], [-1.501, 3.116, 0.705], [-2.875, 3.004, 0.963], [-3.490, 3.899, 1.819], [-2.748, 4.914, 2.412], [-1.390, 5.035, 2.149], [-0.762, 4.136, 1.301], [1.615, 1.450, -1.360], [2.217, 1.312, -2.697], [2.168, 0.013, -2.994], [1.493, -0.656, -1.840], [0.875, -1.980, -1.775], [-0.718, -1.796, -0.774], [-0.516, -2.941, 0.590], [0.474, -2.548, 1.503], [0.591, -3.184, 2.731], [-0.270, -4.233, 3.029], [-1.254, -4.621, 2.125], [-1.400, -3.964, 0.909], [-2.122, -2.206, -1.788], [-2.041, -3.194, -2.772], [-3.174, -3.529, -3.496], [-4.380, -2.891, -3.233], [-4.463, -1.912, -2.249], [-3.334, -1.564, -1.528], [1.319, 0.184, -0.844], [1.250, 2.599, 0.351], [1.140, 3.516, -1.238], [-2.234, 4.060, -1.590], [-3.179, 4.368, -3.834], [-3.085, 2.534, -5.486], [-2.046, 0.373, -4.891], [-1.130, 0.030, -2.644], [-3.467, 2.230, 0.483], [-4.550, 3.815, 2.016], [-3.233, 5.621, 3.071], [-0.820, 5.838, 2.597], [0.295, 4.266, 1.106], [2.606, 2.132, -3.281], [2.507, -0.497, -3.884], [1.510, -2.624, -1.151], [0.777, -2.452, -2.751], [1.206, -1.773, 1.238], [1.359, -2.887, 3.433], [-0.170, -4.759, 3.969], [-1.912, -5.444, 2.370], [-2.185, -4.249, 0.220], [-1.112, -3.718, -2.968], [-3.118, -4.294, -4.258], [-5.263, -3.161, -3.797], [-5.406, -1.423, -2.049], [-3.391, -0.786, -0.774], [-2.189, -0.357, 2.117], [-1.528, -0.346, 3.917], [-2.357, -0.893, 4.879], [-1.937, -0.891, 6.202], [-0.707, -0.355, 6.548], [0.122, 0.192, 5.577], [-0.300, 0.193, 4.257], [0.978, 1.050, 2.838], [-3.315, -1.313, 4.604], [-2.579, -1.314, 6.962], [-0.384, -0.358, 7.580], [1.080, 0.612, 5.854]],
  "lowdin_charge": [0.26, -0.07, 0.99, -0.35, -0.05, -0.02, -0.01, -0.04, -0.10, -0.41, -0.12, -0.03, -0.02, -0.03, -0.10, -0.23, 0.08, 0.10, -0.24, -0.15, 0.96, -0.40, -0.19, -0.05, -0.02, -0.02, -0.05, -0.40, -0.07, -0.03, -0.02, -0.04, -0.10, -0.06, 0.04, 0.13, 0.12, 0.13, 0.13, 0.12, 0.06, 0.11, 0.13, 0.13, 0.13, 0.10, 0.15, 0.15, 0.13, 0.11, 0.07, 0.13, 0.13, 0.13, 0.12, 0.11, 0.13, 0.13, 0.12, 0.08, 0.91, -0.63, -0.10, -0.03, -0.03, -0.12, -0.67, 1.20, 0.12, 0.13, 0.13, 0.11],
  "e_tot_ev": -138586.0334,
  "total_charge": 3,
  "spin_multiplicity": 1
}

{
  "formula": "C46H38N7O2P2SV",
  "method": "ωB97M-V with the def2-TZVPD basis set",
  "species": ["V", "O", "S", "C", "C", "C", "C", "C", "C", "P", "C", "C", "C", "C", "C", "C", "C", "C", "C", "C", "C", "C", "C", "C", "C", "C", "C", "C", "P", "C", "C", "C", "C", "C", "C", "C", "C", "C", "C", "C", "C", "H", "H", "H", "H", "H", "H", "H", "H", "H", "H", "H", "H", "H", "H", "H", "H", "H", "H", "H", "H", "H", "H", "H", "H", "H", "H", "H", "H", "O", "C", "C", "C", "C", "C", "C", "C", "N", "C", "C", "N", "H", "H", "H", "H", "H", "H", "H", "N", "N", "N", "C", "N", "N", "H", "H", "H"],
  "positions_angstrom": [[-0.347, -0.441, -0.501], [1.738, -0.922, -0.246], [2.971, -0.063, -0.084], [3.255, 0.824, -1.608], [4.574, 1.235, -1.775], [4.922, 2.000, -2.877], [3.953, 2.325, -3.812], [2.657, 1.848, -3.672], [2.282, 1.074, -2.577], [0.651, 0.224, -2.557], [-0.364, 1.311, -3.603], [-0.702, 2.557, -3.070], [-1.557, 3.403, -3.756], [-2.095, 3.005, -4.975], [-1.765, 1.768, -5.506], [-0.898, 0.921, -4.826], [1.017, -1.229, -3.601], [2.187, -1.418, -4.330], [2.364, -2.573, -5.081], [1.374, -3.543, -5.116], [0.204, -3.362, -4.390], [0.033, -2.218, -3.627], [2.549, 1.289, 1.046], [3.192, 2.509, 0.885], [3.087, 3.493, 1.857], [2.362, 3.242, 3.006], [1.710, 2.027, 3.158], [1.768, 1.030, 2.187], [0.712, -0.471, 2.337], [1.914, -1.789, 2.694], [1.464, -3.108, 2.623], [2.332, -4.162, 2.849], [3.670, -3.912, 3.130], [4.127, -2.606, 3.199], [3.252, -1.548, 2.988], [-0.181, -0.240, 3.916], [-0.008, -1.094, 5.002], [-0.796, -0.963, 6.139], [-1.762, 0.027, 6.210], [-1.937, 0.893, 5.137], [-1.161, 0.753, 4.000], [5.322, 0.961, -1.040], [5.944, 2.331, -3.003], [4.212, 2.923, -4.676], [1.927, 2.062, -4.442], [-0.311, 2.858, -2.103], [-1.816, 4.366, -3.336], [-2.773, 3.660, -5.507], [-2.181, 1.455, -6.455], [-0.646, -0.042, -5.251], [2.973, -0.674, -4.324], [3.281, -2.711, -5.640], [1.514, -4.440, -5.705], [-0.572, -4.116, -4.410], [-0.872, -2.092, -3.041], [3.777, 2.713, 0.003], [3.586, 4.442, 1.711], [2.295, 3.988, 3.786], [1.138, 1.854, 4.058], [0.424, -3.310, 2.391], [1.968, -5.180, 2.799], [4.353, -4.734, 3.297], [5.166, -2.405, 3.427], [3.620, -0.532, 3.071], [0.752, -1.863, 4.976], [-0.642, -1.636, 6.972], [-2.373, 0.130, 7.097], [-2.683, 1.677, 5.185], [-1.315, 1.441, 3.177], [-0.861, 1.529, 0.187], [-1.965, 1.459, 0.763], [-2.674, 2.673, 1.172], [-3.996, 2.779, 1.285], [-5.045, 1.725, 1.057], [-4.610, 0.571, 0.135], [-2.643, -0.866, 0.133], [-2.104, -2.226, 0.409], [-0.944, -2.569, -0.114], [-0.769, -3.895, 0.197], [-1.837, -4.335, 0.921], [-2.677, -3.249, 1.056], [-2.032, 3.537, 1.292], [-4.399, 3.747, 1.558], [-5.858, 2.230, 0.529], [-5.504, -0.035, -0.055], [0.111, -4.436, -0.107], [-2.078, -5.295, 1.340], [-3.566, -3.212, 1.529], [-5.555, 1.321, 2.358], [-3.734, -0.343, 0.899], [-4.122, 1.070, -1.117], [-3.118, 0.503, -1.677], [-2.342, -0.511, -1.181], [-2.404, 0.211, 1.173], [-6.405, 0.778, 2.272], [-4.872, 0.761, 2.855], [-2.814, 0.855, -2.659]],
  "lowdin_charge": [0.63, -0.65, 1.09, -0.39, -0.10, -0.05, -0.04, -0.07, -0.30, 1.05, -0.38, -0.11, -0.07, -0.07, -0.07, -0.08, -0.34, -0.07, -0.07, -0.07, -0.07, -0.11, -0.34, -0.06, -0.05, -0.05, -0.06, -0.34, 1.12, -0.38, -0.11, -0.07, -0.07, -0.07, -0.09, -0.36, -0.07, -0.07, -0.08, -0.07, -0.12, 0.12, 0.12, 0.12, 0.12, 0.11, 0.11, 0.11, 0.11, 0.11, 0.10, 0.11, 0.11, 0.11, 0.09, 0.10, 0.11, 0.12, 0.10, 0.09, 0.11, 0.11, 0.11, 0.11, 0.10, 0.11, 0.11, 0.11, 0.08, -0.05, -0.44, 0.01, 0.00, -0.34, -0.30, -0.42, -0.27, 0.06, -0.11, -0.06, 0.15, 0.12, 0.12, 0.15, 0.16, 0.12, 0.12, 0.17, 0.07, 0.12, 0.12, -0.21, -0.01, 0.13, 0.08, 0.07, 0.11],
  "s_squared": 0.76,
  "e_tot_ev": -117938.1436,
  "total_charge": 1,
  "spin_multiplicity": 2
}

{
  "formula": "C38H80F2IO5PS",
  "method": "ωB97M-V with the def2-TZVPD basis set",
  "species": ["C", "C", "C", "F", "C", "P", "C", "C", "C", "C", "O", "S", "O", "O", "O", "C", "C", "C", "O", "I", "C", "F", "C", "C", "H", "H", "H", "H", "H", "H", "H", "H", "H", "H", "H", "H", "H", "H", "H", "H", "H", "H", "H", "H", "H", "H", "H", "H", "C", "C", "C", "C", "C", "C", "H", "H", "H", "H", "H", "H", "H", "H", "H", "H", "H", "H", "H", "H", "C", "C", "C", "C", "C", "C", "H", "H", "H", "H", "H", "H", "H", "H", "H", "H", "H", "H", "H", "H", "C", "C", "C", "C", "C", "C", "H", "H", "H", "H", "H", "H", "H", "H", "H", "H", "H", "H", "H", "H", "C", "C", "C", "C", "C", "C", "H", "H", "H", "H", "H", "H", "H", "H", "H", "H", "H", "H", "H", "H"],
  "positions_angstrom": [[0.590, -0.817, -2.411], [0.250, 0.608, -2.005], [1.390, 1.623, -2.033], [2.483, 1.102, -1.345], [1.768, 2.220, -3.411], [1.052, 3.993, -3.548], [0.760, 4.736, -1.881], [1.873, 4.653, -0.833], [-0.612, 3.931, -4.305], [-1.809, 3.824, -3.347], [0.949, 1.458, -4.385], [1.495, 1.510, -5.852], [1.175, 0.279, -6.472], [1.145, 2.707, -6.533], [3.016, 1.615, -5.422], [3.209, 2.010, -4.034], [4.175, 0.958, -3.432], [3.882, -0.523, -3.344], [3.893, -1.097, -2.318], [3.649, -1.698, -5.117], [4.126, 3.255, -4.176], [3.671, 4.108, -5.164], [4.384, 4.006, -2.871], [5.871, 4.233, -2.558], [-0.332, -1.399, -2.391], [1.278, -1.285, -1.718], [0.940, -0.867, -3.438], [-0.001, 0.571, -0.942], [-0.637, 1.000, -2.495], [1.031, 2.432, -1.405], [0.515, 5.779, -2.070], [-0.143, 4.312, -1.434], [1.444, 4.803, 0.156], [2.384, 3.697, -0.808], [2.607, 5.439, -0.983], [-0.699, 4.877, -4.837], [-0.702, 3.165, -5.062], [-1.683, 3.045, -2.598], [-2.737, 3.696, -3.898], [-1.915, 4.761, -2.800], [5.119, 1.020, -3.969], [4.382, 1.244, -2.405], [5.082, 2.896, -4.555], [3.853, 4.948, -2.946], [3.959, 3.420, -2.059], [6.093, 3.904, -1.544], [6.132, 5.287, -2.586], [6.534, 3.690, -3.227], [-2.698, -0.856, 4.738], [-3.481, -0.853, 3.428], [-2.650, -1.263, 2.216], [-1.476, -0.336, 1.903], [-1.862, 1.125, 1.672], [-2.793, 1.326, 0.479], [-1.874, -0.141, 4.718], [-3.344, -0.586, 5.575], [-2.285, -1.846, 4.941], [-3.916, 0.136, 3.264], [-4.323, -1.545, 3.522], [-3.307, -1.326, 1.343], [-2.264, -2.275, 2.371], [-0.963, -0.717, 1.014], [-0.744, -0.384, 2.713], [-0.946, 1.701, 1.508], [-2.324, 1.543, 2.570], [-2.331, 0.945, -0.435], [-3.008, 2.386, 0.332], [-3.747, 0.815, 0.613], [-4.665, -7.397, -0.198], [-3.917, -7.564, 1.122], [-4.006, -6.339, 2.030], [-3.392, -5.064, 1.451], [-1.919, -5.167, 1.063], [-1.001, -5.470, 2.244], [-4.251, -6.585, -0.797], [-4.603, -8.307, -0.796], [-5.721, -7.185, -0.023], [-2.871, -7.811, 0.921], [-4.334, -8.421, 1.657], [-3.528, -6.572, 2.986], [-5.057, -6.143, 2.261], [-3.508, -4.260, 2.185], [-3.967, -4.751, 0.574], [-1.613, -4.218, 0.614], [-1.783, -5.926, 0.288], [-1.093, -4.701, 3.015], [0.042, -5.499, 1.926], [-1.232, -6.434, 2.699], [-6.600, 2.179, 1.726], [-5.804, 2.828, 2.855], [-5.987, 2.134, 4.203], [-7.412, 2.147, 4.757], [-8.017, 3.537, 4.942], [-7.255, 4.404, 5.941], [-7.674, 2.226, 1.911], [-6.410, 2.684, 0.777], [-6.321, 1.130, 1.607], [-6.070, 3.885, 2.933], [-4.741, 2.800, 2.595], [-5.311, 2.592, 4.930], [-5.664, 1.094, 4.106], [-7.413, 1.626, 5.719], [-8.063, 1.562, 4.101], [-9.047, 3.422, 5.288], [-8.077, 4.054, 3.980], [-7.215, 3.923, 6.920], [-7.743, 5.371, 6.065], [-6.231, 4.592, 5.615], [9.502, -4.267, -0.432], [8.181, -3.949, 0.264], [7.081, -3.494, -0.693], [7.384, -2.202, -1.452], [7.675, -0.988, -0.572], [6.501, -0.591, 0.321], [9.919, -3.389, -0.926], [10.243, -4.620, 0.286], [9.367, -5.047, -1.183], [8.347, -3.193, 1.036], [7.834, -4.845, 0.787], [6.149, -3.378, -0.134], [6.894, -4.288, -1.423], [6.530, -1.974, -2.096], [8.231, -2.364, -2.124], [7.926, -0.143, -1.221], [8.560, -1.168, 0.044], [5.614, -0.372, -0.278], [6.742, 0.300, 0.904], [6.243, -1.383, 1.025]],
  "lowdin_charge": [-0.06, -0.17, -0.28, 0.01, -0.32, 1.10, -0.40, -0.14, -0.39, -0.15, -0.24, 0.54, -0.25, -0.22, -0.18, -0.31, -0.10, -0.83, 0.00, 0.95, -0.30, 0.00, -0.18, -0.06, 0.08, 0.07, 0.05, 0.10, 0.11, 0.10, 0.08, 0.06, 0.08, 0.04, 0.07, 0.08, 0.06, 0.05, 0.07, 0.06, 0.13, 0.12, 0.14, 0.10, 0.09, 0.07, 0.07, 0.07, -0.10, -0.26, -0.22, -0.22, -0.26, -0.10, 0.07, 0.07, 0.07, 0.07, 0.11, 0.11, 0.09, 0.10, 0.11, 0.10, 0.09, 0.06, 0.07, 0.06, -0.11, -0.27, -0.23, -0.23, -0.27, -0.11, 0.06, 0.07, 0.07, 0.10, 0.10, 0.10, 0.11, 0.09, 0.10, 0.10, 0.10, 0.07, 0.07, 0.07, -0.11, -0.26, -0.23, -0.23, -0.27, -0.11, 0.07, 0.07, 0.07, 0.10, 0.09, 0.10, 0.09, 0.11, 0.10, 0.10, 0.10, 0.07, 0.07, 0.06, -0.11, -0.27, -0.22, -0.22, -0.26, -0.10, 0.06, 0.07, 0.07, 0.10, 0.10, 0.10, 0.11, 0.09, 0.10, 0.10, 0.10, 0.06, 0.07, 0.07],
  "smiles": "CC[C@@H](F)[C@]1(P(CC)CC)OS(=O)(=O)O[C@@]1(CC(=O)I)[C@@H](F)CC.CCCCCC.CCCCCC.CCCCCC.CCCCCC",
  "e_tot_ev": -84599.7900,
  "total_charge": 0,
  "spin_multiplicity": 1
}

{
  "formula": "C4H9N4",
  "method": "ωB97M-V with the def2-TZVPD basis set",
  "species": ["C", "C", "C", "C", "N", "N", "N", "N", "H", "H", "H", "H", "H", "H", "H", "H", "H"],
  "positions_angstrom": [[-0.687, 0.902, 2.069], [0.567, 0.377, -0.175], [-1.607, -1.388, 1.009], [-0.565, -0.396, 1.532], [-0.656, 2.037, 2.365], [0.171, -0.360, -1.122], [1.278, 1.480, 0.123], [0.736, -0.271, -2.523], [-2.473, -0.873, 0.468], [-1.943, -1.802, 1.844], [-1.023, -2.001, 0.287], [0.308, -0.885, 1.819], [1.221, 1.907, 1.104], [1.949, 2.029, -0.455], [1.034, -1.234, -2.654], [0.028, 0.078, -3.209], [1.662, 0.400, -2.482]],
  "nbo_charge": [0.21, 0.48, -0.62, -0.13, -0.27, -0.44, -0.85, -0.58, 0.24, 0.24, 0.25, 0.24, 0.46, 0.42, 0.45, 0.46, 0.43],
  "e_tot_ev": -10243.0799,
  "total_charge": 1,
  "spin_multiplicity": 1
}